Record 1
Formula: C13H10N4O6
Source: the Open Molecules 2025 dataset
Level of theory: ωB97M-V/def2-TZVPD

Computed properties:
Charge   0
SMILES string   O=C1NC(=O)C(=C/C=C/C=C/C2C(=O)NC(=O)NC2=O)C(=O)N1
ΔE to the lowest compared entry with this formula, charge and spin   49.7 kcal per mole
Lowest unoccupied orbital energy   -1.5 eV
Molecular weight   318.245 g mol⁻¹
Calculated total energy   -31887.00444 eV
Kohn-Sham gap   0.2800 hartree
Max |F|   7.707 eV/Å

Geometry (Å):
C1 1.59726 -0.68021 -3.08057
H1 0.06580 -0.34051 3.13511
H2 0.68800 -0.29892 -3.48219
O1 -2.92140 2.10933 1.87766
H3 3.60545 -2.95176 -4.93543
C2 -1.96576 0.21030 4.70667
O2 2.44555 1.46408 -3.46245
C3 -0.75329 0.32792 2.60117
C4 -3.03090 1.41825 2.91456
O3 -5.31732 0.76558 5.47444
C5 2.47967 0.34915 -3.82672
O4 1.91421 -2.99811 -2.88661
C6 0.45772 0.22403 -0.91711
C7 -1.80644 0.73703 3.40918
N1 -3.12102 0.19817 5.35480
H4 -1.50910 0.57662 0.49294
O5 -1.10098 -0.31057 5.32314
H5 2.36243 -0.79671 -0.88815
H6 -0.45654 0.38844 -1.42679
C8 1.55824 -0.42616 -1.53174
C9 2.17779 -2.02743 -3.58227
C10 0.51358 0.32079 0.50602
O6 4.35748 -1.09921 -6.17843
C11 3.51953 -0.96166 -5.28398
N2 -4.16063 1.36462 3.66799
H7 3.77371 1.01036 -5.11339
C12 -0.63862 0.54423 1.14641
N3 3.12940 0.26011 -5.08184
C13 -4.23381 0.84884 4.94650
H8 -4.98986 1.73552 3.25450
N4 3.03443 -2.14159 -4.66019
H9 1.35948 0.22990 1.17989
H10 -3.03407 -0.05043 6.34689

Partial charges, natural (NBO), in e: atom 1 (C): -0.417, atom 2 (H): 0.253, atom 3 (H): 0.276, atom 4 (O): -0.588, atom 5 (H): 0.463, atom 6 (C): 0.628, atom 7 (O): -0.548, atom 8 (C): 0.002, atom 9 (C): 0.646, atom 10 (O): -0.581, atom 11 (C): 0.661, atom 12 (O): -0.557, atom 13 (C): -0.196, atom 14 (C): -0.284, atom 15 (N): -0.618, atom 16 (H): 0.228, atom 17 (O): -0.585, atom 18 (H): 0.221, atom 19 (H): 0.220, atom 20 (C): -0.106, atom 21 (C): 0.665, atom 22 (C): -0.161, atom 23 (O): -0.616, atom 24 (C): 0.760, atom 25 (N): -0.634, atom 26 (H): 0.445, atom 27 (C): -0.220, atom 28 (N): -0.607, atom 29 (C): 0.786, atom 30 (H): 0.439, atom 31 (N): -0.640, atom 32 (H): 0.221, atom 33 (H): 0.444


Record 2
Formula: C13H11BrN4OSZr
Source: the Open Molecules 2025 dataset
Level of theory: ωB97M-V/def2-TZVPD

Computed properties:
Charge   +2
Lowest unoccupied orbital energy   -8.7 eV
Molecular weight   442.453 g mol⁻¹
Calculated total energy   -103811.53807 eV
Kohn-Sham gap   0.2403 hartree
Max |F|   0.586 eV/Å

Geometry (Å):
C1 0.75539 -1.94751 -0.90231
O1 0.08822 -1.21094 0.06809
C2 1.31380 1.16599 2.55026
S1 -2.91164 0.85550 -0.01987
C3 -0.69009 2.31701 2.72098
C4 2.32237 -3.65258 -1.46385
H1 2.58773 -4.05318 -3.55511
H2 -1.60418 2.64477 2.23938
C5 -2.83031 1.40156 -1.73234
N1 -3.80199 2.23600 -2.10153
C6 1.65655 -2.90454 -0.49542
Zr1 -0.50817 0.58117 0.01611
C7 1.15668 -2.50442 -3.21401
N2 -1.93462 1.03950 -2.61362
N3 -0.96336 0.21738 -2.05544
C8 0.75115 2.20773 4.61773
C9 -0.43805 2.64459 4.03086
C10 0.48635 -1.70865 -2.27161
C11 -0.45826 -0.73991 -2.77058
H3 -4.58018 2.45132 -1.50311
C12 1.64315 1.45211 3.85144
H4 -3.83580 2.53297 -3.06600
H5 -1.15257 3.23366 4.58727
H6 0.95345 -2.35803 -4.26707
H7 1.81854 -3.08400 0.55803
H8 2.57675 1.09944 4.26481
Br1 1.13754 2.61125 6.38452
H9 3.03119 -4.40681 -1.15027
H10 1.99249 0.58137 1.93739
H11 -0.79451 -0.81944 -3.80313
C13 2.07437 -3.45723 -2.81441
N4 0.15799 1.57389 1.97281

Partial charges, natural (NBO), in e: atom 1 (C): 0.367, atom 2 (O): -0.801, atom 3 (C): 0.066, atom 4 (S): -0.209, atom 5 (C): 0.074, atom 6 (C): -0.102, atom 7 (H): 0.256, atom 8 (H): 0.232, atom 9 (C): 0.303, atom 10 (N): -0.752, atom 11 (C): -0.265, atom 12 (Zr): 2.328, atom 13 (C): -0.089, atom 14 (N): -0.364, atom 15 (N): -0.516, atom 16 (C): -0.007, atom 17 (C): -0.252, atom 18 (C): -0.251, atom 19 (C): 0.247, atom 20 (H): 0.430, atom 21 (C): -0.250, atom 22 (H): 0.438, atom 23 (H): 0.274, atom 24 (H): 0.242, atom 25 (H): 0.251, atom 26 (H): 0.273, atom 27 (Br): 0.251, atom 28 (H): 0.252, atom 29 (H): 0.220, atom 30 (H): 0.248, atom 31 (C): -0.207, atom 32 (N): -0.687


Record 3
Formula: C13H11LiNOS
Source: the Open Molecules 2025 dataset
Level of theory: ωB97M-V/def2-TZVPD

Computed properties:
Charge   +1
Lowest unoccupied orbital energy   -3.3 eV
Molecular weight   236.245 g mol⁻¹
Calculated total energy   -28231.53323 eV
Kohn-Sham gap   0.3339 hartree
Max |F|   0.339 eV/Å

Geometry (Å):
C1 -1.65985 3.97491 -0.86585
N1 -0.19974 1.35818 -1.08251
C2 1.61332 2.79904 -2.59040
C3 3.68595 2.66477 -3.77162
H1 -2.54704 7.22430 -1.19373
H2 3.50737 2.45320 -1.63656
H3 3.55256 2.91463 -5.89402
O1 0.35085 0.27048 3.28647
H4 1.10123 3.23969 -5.89288
C4 -1.91576 6.34583 -1.17645
H5 -0.13107 7.43343 -1.67073
C5 3.00630 2.88020 -4.96076
C6 0.25633 5.34466 -1.43364
C7 0.23224 0.06597 2.19584
H6 1.31402 5.43208 -1.65125
Li1 -0.07708 -0.09709 0.01824
H7 4.75964 2.53341 -3.77559
C8 1.62609 3.06160 -4.96382
H8 -0.79460 1.38604 -1.91006
C9 -2.46569 5.10658 -0.88690
H9 -3.52221 5.01610 -0.67360
C10 2.98687 2.61875 -2.57216
C11 -0.55746 6.46509 -1.44617
H10 -0.15071 3.19360 -3.76531
C12 -0.31035 4.10940 -1.14776
C13 0.92036 3.02621 -3.77388
H11 -2.07076 3.00223 -0.63195
S1 0.73984 2.65993 -1.04259

Partial charges, natural (NBO), in e: atom 1 (C): -0.250, atom 2 (N): -1.317, atom 3 (C): -0.286, atom 4 (C): -0.196, atom 5 (H): 0.232, atom 6 (H): 0.230, atom 7 (H): 0.233, atom 8 (O): -0.384, atom 9 (H): 0.233, atom 10 (C): -0.181, atom 11 (H): 0.233, atom 12 (C): -0.169, atom 13 (C): -0.239, atom 14 (C): 0.439, atom 15 (H): 0.233, atom 16 (Li): 0.907, atom 17 (H): 0.234, atom 18 (C): -0.210, atom 19 (H): 0.373, atom 20 (C): -0.191, atom 21 (H): 0.231, atom 22 (C): -0.198, atom 23 (C): -0.187, atom 24 (H): 0.221, atom 25 (C): -0.171, atom 26 (C): -0.152, atom 27 (H): 0.234, atom 28 (S): 1.098


Record 4
Formula: C13H11NO11P2SeV
Source: the Open Molecules 2025 dataset
Level of theory: ωB97M-V/def2-TZVPD

Computed properties:
Charge   -1
2S+1   3
ΔE to the lowest compared entry with this formula, charge and spin   2.7 kcal per mole
Lowest unoccupied orbital energy (alpha / beta)   1.4 / 1.4 eV
Molecular weight   549.079 g mol⁻¹
Calculated total energy   -147294.44512 eV
Kohn-Sham gap (alpha / beta)   0.2405 / 0.2493 hartree
Max |F|   0.387 eV/Å

Geometry (Å):
C1 -1.84941 -1.06646 -4.69210
H1 -3.70837 1.99462 0.56264
O1 -0.56351 -0.29795 1.74002
H2 -0.55813 0.03437 3.70687
Se1 1.59630 -0.43907 -2.40125
H3 1.31843 0.48284 5.03169
H4 0.21287 1.97190 -3.51758
H5 5.29170 -0.12362 3.57886
O2 3.08846 0.90427 6.59703
O3 -2.81005 -0.01856 -1.45829
C2 4.22924 -0.13694 3.38670
C3 0.03361 -0.13161 2.79374
V1 0.28943 -0.43928 -0.28292
C4 2.33657 -0.50471 1.90620
H6 -3.14909 0.36602 -5.62759
C5 -0.70637 -1.25426 -3.93092
O4 -2.95352 1.39569 0.60992
C6 3.73500 -0.49233 2.16469
N1 3.87582 0.58378 5.72357
O5 -3.26437 -2.52831 -1.72317
P1 -2.23502 1.36662 -0.85633
H7 -2.44983 -1.92279 -4.97144
O6 5.08466 0.55023 5.87408
C7 1.98549 0.21422 4.22327
C8 -1.49380 1.30528 -4.63831
O7 -2.65047 2.51371 -1.66337
C9 1.47153 -0.13171 2.97199
C10 3.34191 0.21558 4.41880
C11 0.05314 -0.16244 -3.51777
C12 -0.35058 1.11908 -3.87384
O8 -1.08254 -1.66050 -0.72608
O9 -0.75362 1.16296 -0.54629
C13 -2.24369 0.21495 -5.05280
H8 -1.81816 2.30998 -4.87772
H9 -3.27844 -0.53540 0.90154
P2 -2.60860 -1.52483 -0.88928
H10 4.39090 -0.77384 1.35193
H11 -0.42004 -2.24895 -3.61601
O10 -3.28038 -1.44485 0.56037
O11 1.89295 -0.86766 0.75917

Partial charges, natural (NBO), in e: atom 1 (C): -0.219, atom 2 (H): 0.509, atom 3 (O): -0.570, atom 4 (H): 0.136, atom 5 (Se): -0.226, atom 6 (H): 0.242, atom 7 (H): 0.220, atom 8 (H): 0.244, atom 9 (O): -0.401, atom 10 (O): -1.097, atom 11 (C): -0.147, atom 12 (C): 0.466, atom 13 (V): 1.462, atom 14 (C): 0.461, atom 15 (H): 0.201, atom 16 (C): -0.181, atom 17 (O): -1.027, atom 18 (C): -0.284, atom 19 (N): 0.525, atom 20 (O): -1.099, atom 21 (P): 2.566, atom 22 (H): 0.212, atom 23 (O): -0.399, atom 24 (C): -0.110, atom 25 (C): -0.199, atom 26 (O): -1.109, atom 27 (C): -0.313, atom 28 (C): -0.005, atom 29 (C): -0.189, atom 30 (C): -0.247, atom 31 (O): -1.104, atom 32 (O): -1.110, atom 33 (C): -0.228, atom 34 (H): 0.209, atom 35 (H): 0.516, atom 36 (P): 2.570, atom 37 (H): 0.234, atom 38 (H): 0.215, atom 39 (O): -1.011, atom 40 (O): -0.713


Record 5
Formula: C13H12BN8OSn
Source: the Open Molecules 2025 dataset
Level of theory: ωB97M-V/def2-TZVPD

Computed properties:
Charge   +4
2S+1   2
ΔE to the lowest compared entry with this formula, charge and spin   19.0 kcal per mole
Lowest unoccupied orbital energy (alpha / beta)   -16.3 / -17.0 eV
Molecular weight   425.817 g mol⁻¹
Calculated total energy   -34102.94767 eV
Kohn-Sham gap (alpha / beta)   0.2334 / 0.2080 hartree
Max |F|   0.213 eV/Å

Geometry (Å):
N1 -0.06630 -1.18208 1.76175
H1 4.41262 -0.35361 0.65118
H2 4.38801 -0.33804 -2.12406
N2 -1.56971 0.87641 -2.49171
C1 0.85024 -0.78586 5.73795
H3 -2.67020 0.89300 -4.28643
C2 -2.04373 0.32706 -3.60916
B1 -0.11477 0.10604 -0.44468
H4 -2.35292 -1.69972 -0.47258
C3 -1.58650 -0.98595 -3.67620
C4 2.15315 -0.09903 -1.77869
C5 -0.02681 3.03128 1.90796
H5 -0.30892 -2.05109 -2.20810
Sn1 1.52115 -0.12797 2.83452
C6 -1.88395 -2.48540 1.53843
C7 -0.82835 3.79920 0.96754
C8 -0.82909 -2.11244 2.35966
O1 0.75873 -0.98523 6.83010
N3 1.46688 -0.04242 -0.67131
H6 1.71259 -0.03507 -2.76431
N4 2.34299 -0.14091 0.45048
C9 -0.82754 -1.16529 -2.54607
H7 0.28695 3.45564 2.85827
H8 -0.59159 -2.47364 3.35182
N5 -0.27047 1.55055 0.25985
N6 -0.80099 -0.01835 -1.80386
N7 -0.62003 -0.94379 0.52259
C10 3.54706 -0.25337 -1.44528
N8 0.29574 1.77747 1.54365
H9 -1.79340 -1.70691 -4.45189
H10 -1.22023 4.80758 1.02902
H11 -2.65654 -3.20881 1.74533
C11 -1.72918 -1.72637 0.40635
H12 -1.71352 1.83300 -2.20752
C12 -0.78293 2.72842 0.22627
C13 3.55156 -0.26429 -0.00086

Partial charges, natural (NBO), in e: atom 1 (N): -0.560, atom 2 (H): 0.299, atom 3 (H): 0.311, atom 4 (N): -0.287, atom 5 (C): 0.437, atom 6 (H): 0.306, atom 7 (C): 0.120, atom 8 (B): 0.950, atom 9 (H): 0.262, atom 10 (C): -0.263, atom 11 (C): 0.137, atom 12 (C): 0.099, atom 13 (H): 0.271, atom 14 (Sn): 1.586, atom 15 (C): -0.259, atom 16 (C): -0.294, atom 17 (C): 0.071, atom 18 (O): -0.323, atom 19 (N): -0.294, atom 20 (H): 0.290, atom 21 (N): -0.334, atom 22 (C): 0.038, atom 23 (H): 0.317, atom 24 (H): 0.270, atom 25 (N): -0.427, atom 26 (N): -0.379, atom 27 (N): -0.413, atom 28 (C): 0.053, atom 29 (N): -0.306, atom 30 (H): 0.320, atom 31 (H): 0.385, atom 32 (H): 0.311, atom 33 (C): 0.068, atom 34 (H): 0.440, atom 35 (C): 0.724, atom 36 (C): 0.074


Record 6
Formula: C13H12Br2MnN2OSbSe4
Source: the Open Molecules 2025 dataset
Level of theory: ωB97M-V/def2-TZVPD

Computed properties:
Charge   -2
2S+1   5
ΔE to the lowest compared entry with this formula, charge and spin   8.0 kcal per mole
Lowest unoccupied orbital energy (alpha / beta)   3.7 / 3.7 eV
Molecular weight   864.598 g mol⁻¹
Calculated total energy   -458033.39001 eV
Kohn-Sham gap (alpha / beta)   0.1651 / 0.1705 hartree
Max |F|   1.558 eV/Å

Geometry (Å):
C1 1.91729 -0.29257 -0.75371
H1 3.63112 -0.15932 -2.11892
C2 0.88986 -0.38721 -1.72379
C3 0.05875 -0.41988 -3.97088
C4 1.12608 -0.38231 -3.13473
H2 0.19161 3.37092 1.08527
C5 -0.38760 2.66896 0.48786
H3 -3.93647 1.91702 1.34845
C6 4.21039 -0.14822 -0.08738
H4 4.55673 -0.16472 2.07320
H5 -3.34350 1.09853 2.79786
C7 -2.02343 1.09229 1.09639
O1 -1.55379 2.30690 1.26185
Sb1 -2.39742 -2.45431 3.24490
C8 3.83597 -0.17407 1.27069
Se1 -1.91093 -2.53308 0.76027
H6 -0.70611 3.14502 -0.43586
C9 2.47110 -0.23814 1.51842
Br1 0.35490 -0.41430 -5.83802
Br2 6.04890 -0.04432 -0.51409
N1 1.53533 -0.29651 0.58162
Se2 -0.66212 -0.53781 3.14284
Mn1 -0.60083 -0.60471 0.83302
C10 -1.40955 -0.48576 -2.11756
C11 3.30512 -0.19323 -1.09036
C12 -3.37734 1.04455 1.71483
C13 -1.26096 -0.45373 -3.49606
Se3 -4.62149 -1.75084 3.89957
H7 2.12833 -0.34194 -3.53292
Se4 -1.56026 -4.33839 4.51019
H8 -3.89524 0.12715 1.45609
H9 -2.11341 -0.48211 -4.15766
H10 0.20056 1.78526 0.26754
H11 -2.38908 -0.53781 -1.66199
H12 2.08537 -0.25277 2.53189
N2 -0.39787 -0.46855 -1.24881

Partial charges, natural (NBO), in e: atom 1 (C): 0.082, atom 2 (H): 0.213, atom 3 (C): 0.169, atom 4 (C): -0.055, atom 5 (C): -0.293, atom 6 (H): 0.182, atom 7 (C): -0.241, atom 8 (H): 0.201, atom 9 (C): -0.044, atom 10 (H): 0.221, atom 11 (H): 0.273, atom 12 (C): 0.271, atom 13 (O): -0.534, atom 14 (Sb): 1.083, atom 15 (C): -0.400, atom 16 (Se): -0.666, atom 17 (H): 0.176, atom 18 (C): 0.113, atom 19 (Br): 0.000, atom 20 (Br): 0.000, atom 21 (N): -0.570, atom 22 (Se): -0.614, atom 23 (Mn): 0.683, atom 24 (C): 0.096, atom 25 (C): -0.288, atom 26 (C): -0.774, atom 27 (C): -0.386, atom 28 (Se): -0.860, atom 29 (H): 0.213, atom 30 (Se): -0.840, atom 31 (H): 0.258, atom 32 (H): 0.220, atom 33 (H): 0.202, atom 34 (H): 0.218, atom 35 (H): 0.226, atom 36 (N): -0.538


Record 7
Formula: C13H12BrNO6Rh
Source: the Open Molecules 2025 dataset
Level of theory: ωB97M-V/def2-TZVPD

Computed properties:
Charge   +1
2S+1   5
ΔE to the lowest compared entry with this formula, charge and spin   0.0 kcal per mole
Lowest unoccupied orbital energy (alpha / beta)   -3.9 / -7.2 eV
Molecular weight   461.050 g mol⁻¹
Calculated total energy   -100489.70772 eV
Kohn-Sham gap (alpha / beta)   0.3380 / 0.2143 hartree
Max |F|   3.063 eV/Å

Geometry (Å):
H1 -4.60095 0.60744 1.21813
H2 4.92399 0.89811 2.11478
C1 -2.04494 0.94817 0.43156
H3 -3.41776 1.13793 -1.28019
C2 -4.20682 -0.37939 0.95526
H4 6.94860 0.07247 1.55995
C3 4.97889 -0.92058 -0.75778
H5 2.41755 0.84264 1.61452
C4 3.61137 -0.71262 -1.00230
C5 -2.63421 -0.35108 1.09131
H6 -5.24559 -0.38027 -0.94257
O1 -2.24644 -1.41109 0.11965
H7 -2.56152 1.84694 0.76979
C6 3.20951 0.48512 0.92465
C7 -0.57383 1.02702 1.05586
C8 -4.43125 -0.90991 -0.49052
O2 -0.48584 0.89257 2.27434
O3 0.45905 1.44991 0.26728
H8 -4.70519 -1.95997 -0.35439
Rh1 0.96618 0.35700 -1.23546
N1 2.71452 -0.07008 -0.24615
O4 -0.59676 0.02367 -2.36884
C9 5.41965 -0.38253 0.45115
C10 4.55410 0.41469 1.22423
O5 -1.03073 2.25707 -2.20163
C11 -1.33146 1.06889 -1.98328
H9 -2.80539 -1.35717 -1.93303
C12 -2.45565 0.62230 -1.07439
H10 5.60596 -1.52177 -1.38768
Br1 2.72469 -1.45199 -2.50766
O6 6.66905 -0.63453 0.91370
C13 -2.94545 -0.83311 -1.03406
H11 -2.26619 -0.55330 2.12949
H12 -4.61715 -1.12256 1.68429

Partial charges, natural (NBO), in e: atom 1 (H): 0.214, atom 2 (H): 0.251, atom 3 (C): -0.338, atom 4 (H): 0.269, atom 5 (C): -0.437, atom 6 (H): 0.509, atom 7 (C): -0.324, atom 8 (H): 0.270, atom 9 (C): 0.192, atom 10 (C): 0.081, atom 11 (H): 0.227, atom 12 (O): -0.532, atom 13 (H): 0.268, atom 14 (C): 0.091, atom 15 (C): 0.765, atom 16 (C): -0.433, atom 17 (O): -0.536, atom 18 (O): -0.663, atom 19 (H): 0.234, atom 20 (Rh): 1.520, atom 21 (N): -0.630, atom 22 (O): -0.597, atom 23 (C): 0.421, atom 24 (C): -0.304, atom 25 (O): -0.522, atom 26 (C): 0.737, atom 27 (H): 0.221, atom 28 (C): -0.367, atom 29 (H): 0.280, atom 30 (Br): 0.179, atom 31 (O): -0.614, atom 32 (C): 0.083, atom 33 (H): 0.252, atom 34 (H): 0.233